(1)
DFT (ωB97M-V/def2-TZVPD) results for a molecular structure, C3Li2O3Y at a distorted geometry.

The geometry in XYZ format:
```
9
Properties=species:S:1:pos:R:3
O 1.4678 -2.6264 0.0045
C 0.9472 -1.6840 -0.6448
O 1.0434 -1.5103 -1.8866
Li 0.2263 0.1037 -2.3001
Li 1.1240 -2.3227 1.8054
C 0.2262 -0.6567 0.1268
C -0.2901 0.2568 0.7635
O -0.7311 1.2352 1.3771
Y -1.4987 2.9984 2.6431
```

Properties
E in eV: -10673.581
LUMO energy (alpha / beta) in eV: -15.391 / -15.382
HOMO (alpha / beta) in Eh: -0.722 / -0.721
Spin multiplicity: 1
Total charge: +3
Energy relative to the best compared isomer or geometry (same formula, charge and spin) in kcal/mol: 0.0

---

(2)
DFT (ωB97M-V/def2-TZVPD) results for 9 unconnected molecules or ions with the total composition C16H52ClN4O12 at a distorted geometry.

The geometry in XYZ format:
```
85
Properties=species:S:1:pos:R:3
Cl -0.8865 -1.0619 -1.1285
O -1.9196 -1.3349 -2.0384
O 0.0441 -0.0868 -1.7424
O -1.3346 -0.6358 0.1907
O -0.2460 -2.3572 -0.9479
O -1.9506 -4.9493 -1.3217
H -2.2387 -5.3685 -2.1326
H -1.5727 -4.1162 -1.6034
O -0.2264 -0.1729 3.4974
H -0.6886 0.6518 3.3476
H -0.1584 -0.5710 2.6296
O -1.6419 0.8423 -4.6099
H -2.3079 1.5013 -4.4140
H -1.8787 0.0922 -4.0644
O 2.4595 -0.4414 -3.8365
H 2.1217 -0.3229 -2.9487
H 3.3963 -0.5979 -3.7179
C 2.2411 -2.1465 1.2412
C 3.3172 -3.2352 1.0609
C 3.5393 -4.2827 2.1995
O 4.2377 -3.7772 3.3159
C 3.3741 -3.4363 4.4009
N 3.0482 -4.0194 -0.0673
H 2.4763 -1.4447 2.0413
H 1.2546 -2.5952 1.3575
H 2.0893 -1.4833 0.3896
H 4.2636 -2.6988 0.9920
H 4.2312 -5.0705 1.9014
H 2.6694 -4.9276 2.3239
H 3.0344 -4.3479 4.8925
H 2.5750 -2.7058 4.2752
H 3.9474 -2.9911 5.2140
H 2.0527 -4.1890 -0.0515
H 3.1772 -3.4582 -0.8971
C 0.3233 5.1233 -1.0030
C -0.4544 4.0930 -1.6886
C 0.2950 3.2326 -2.7593
O 1.0904 4.1755 -3.5019
C 1.8079 3.5600 -4.5603
N -0.9259 3.1153 -0.7000
H -0.1766 5.4643 -0.0964
H 0.5696 5.9638 -1.6519
H 1.2824 4.6807 -0.7340
H -1.2994 4.5337 -2.2176
H -0.4468 2.6901 -3.3454
H 0.9964 2.5127 -2.3374
H 1.1619 3.1968 -5.3596
H 2.3222 2.6909 -4.1501
H 2.4759 4.2993 -5.0023
H -0.1013 2.7671 -0.2322
H -1.0296 2.2414 -1.1956
C -4.8013 -2.7600 0.2161
C -5.7846 -1.6797 0.7401
C -6.5551 -2.2110 1.9920
O -7.4117 -1.2260 2.3944
C -8.2006 -1.4162 3.5161
N -4.9642 -0.5246 1.1236
H -4.0258 -2.9674 0.9534
H -4.0877 -2.4232 -0.5359
H -5.3371 -3.6170 -0.1920
H -6.5317 -1.3910 0.0008
H -5.8123 -2.3836 2.7709
H -7.0944 -3.0990 1.6625
H -8.8353 -0.5594 3.7421
H -7.6104 -1.5124 4.4274
H -8.8268 -2.2975 3.3769
H -4.2596 -0.8688 1.7600
H -4.3137 -0.3615 0.3684
C 4.1563 4.0538 0.3750
C 4.1952 2.7634 -0.4669
C 3.3138 1.5661 0.0704
O 2.0012 2.0879 0.1750
C 1.3626 1.6500 1.3585
N 3.7743 3.0218 -1.8135
H 4.7685 4.7858 -0.1517
H 4.6341 3.9146 1.3448
H 3.1252 4.2688 0.6558
H 5.2500 2.4884 -0.4719
H 3.7321 1.2589 1.0289
H 3.4454 0.7065 -0.5868
H 1.1039 0.5915 1.3327
H 0.5108 2.3170 1.4913
H 2.0112 1.6459 2.2346
H 3.8546 2.3037 -2.5192
H 2.8223 3.2720 -1.5870
```

Properties
E in eV: -60473.179
LUMO energy (alpha / beta) in eV: -0.864 / -6.172
HOMO (alpha / beta) in Eh: -0.309 / -0.309
Spin multiplicity: 2
<S²>: 0.755
Total charge: 0

---

(3)
DFT (ωB97M-V/def2-TZVPD) results for a molecular structure, C20H29N3P2SW at a distorted geometry.

The geometry in XYZ format:
```
56
Properties=species:S:1:pos:R:3
C -1.6687 3.1311 -2.5350
C -1.3399 1.7908 -2.2253
C -0.0633 1.2373 -2.7502
C 0.9771 2.2265 -2.9787
C 0.5937 3.5748 -3.2395
C -0.7222 3.9892 -3.1177
C 2.3012 1.7477 -2.9961
C 2.5980 0.4037 -2.6967
C 1.4527 -0.4769 -2.5325
C 1.7559 -1.7265 -1.7687
C 3.0810 -2.2158 -1.7516
C 4.1380 -1.4503 -2.2621
C 3.9142 -0.1375 -2.6455
H -2.6771 3.5372 -2.3645
H 1.3545 4.2931 -3.5412
H -1.0242 5.0045 -3.4327
H 3.1121 2.4377 -3.2261
H 3.3358 -3.2178 -1.3650
H 5.1489 -1.8851 -2.3333
H 4.7686 0.4922 -2.9048
N 0.2945 -0.0520 -3.2012
W 0.1238 0.0228 1.6600
C -2.2861 0.9471 -1.4058
H -2.2461 -0.0681 -1.8017
H -3.3287 1.2990 -1.4747
C 0.6581 -2.4936 -1.0707
H -0.2633 -2.2476 -1.6008
H 0.8318 -3.5828 -1.0979
P -1.9288 0.6994 0.4929
P 0.2102 -2.1676 0.7624
C 1.3634 -3.3052 1.5647
H 1.3072 -3.1862 2.6497
H 1.0618 -4.3144 1.2729
H 2.3729 -3.0794 1.2229
C -1.3229 -3.1981 0.8219
H -0.9894 -4.2393 0.9030
H -1.9627 -2.9729 1.6803
H -1.9189 -3.0885 -0.0900
C -2.4090 2.3369 1.1047
H -3.4957 2.4766 1.0017
H -2.1277 2.4463 2.1571
H -1.8908 3.1043 0.5206
C -3.4092 -0.2973 0.9763
H -3.3737 -0.5466 2.0464
H -4.3391 0.2756 0.8087
H -3.4734 -1.2472 0.4236
H 1.3186 -0.7345 2.3585
H 1.2954 0.3297 0.5658
N -0.3108 -0.6355 4.5249
C -0.1208 0.6585 4.6151
N -0.1987 1.4074 5.7479
S 0.5309 1.6391 3.3129
H -0.6229 -1.2121 5.3064
H -0.1256 -1.0895 3.5749
H 0.1588 2.3470 5.6850
H -0.4196 1.0125 6.6481
```

Properties
E in eV: -56899.599
LUMO energy (alpha / beta) in eV: -8.285 / -7.796
HOMO (alpha / beta) in Eh: -0.461 / -0.460
Spin multiplicity: 3
<S²>: 2.020
Total charge: +2
Energy relative to the best compared isomer or geometry (same formula, charge and spin) in kcal/mol: 31.8

---

(4)
DFT (ωB97M-V/def2-TZVPD) results for 9 unconnected molecules or ions with the total composition C49H112Cl4 at a distorted geometry.

The geometry in XYZ format:
```
165
Properties=species:S:1:pos:R:3
C 0.2103 0.1269 0.4862
Cl 1.9861 0.0791 0.1884
Cl -0.0626 -0.8617 1.9195
Cl -0.2835 1.7827 0.7364
Cl -0.5420 -0.5869 -0.9361
C -7.5991 -0.9767 -6.8411
C -6.4347 -1.8789 -7.1824
C -5.0829 -1.3319 -6.7545
C -5.0199 -0.9897 -5.2833
C -3.6048 -1.0598 -4.6746
C -3.6048 -1.4126 -3.1914
H -7.6824 -0.8160 -5.7652
H -8.5495 -1.3893 -7.1887
H -7.5487 0.0159 -7.3014
H -6.5658 -2.8213 -6.6367
H -6.4431 -2.1257 -8.2461
H -4.8284 -0.4481 -7.3518
H -4.3087 -2.0731 -6.9633
H -5.4968 -0.0409 -5.0347
H -5.5846 -1.7549 -4.7278
H -3.0469 -1.8363 -5.2089
H -3.0390 -0.1447 -4.8777
H -2.6315 -1.1820 -2.7565
H -4.3749 -0.8621 -2.6491
H -3.7668 -2.4839 -3.0679
C 0.3565 4.0781 7.2183
C 1.7371 4.4359 6.7264
C 2.2782 3.5221 5.6356
C 2.6800 2.1427 6.1501
C 3.2788 1.2319 5.0821
C 2.4335 1.0293 3.8403
H -0.0739 4.8280 7.8812
H 0.3900 3.1568 7.8115
H -0.3468 3.8608 6.4105
H 1.8059 5.4800 6.3976
H 2.4164 4.4520 7.5921
H 3.0802 3.9788 5.0526
H 1.4390 3.3587 4.9433
H 3.4295 2.2739 6.9397
H 1.8078 1.6797 6.6236
H 4.2502 1.6603 4.8047
H 3.5173 0.2659 5.5373
H 2.9732 0.3686 3.1635
H 1.5445 0.4402 4.0892
H 2.1727 1.9759 3.3736
C -1.6975 -6.7196 5.2866
C -1.1234 -6.0258 4.0769
C -0.8662 -4.5300 4.2714
C 0.2511 -4.1961 5.2550
C 0.5703 -2.7064 5.2369
C 1.7243 -2.3139 6.1650
H -2.7471 -6.4772 5.4699
H -1.1252 -6.4775 6.1854
H -1.6576 -7.8079 5.1982
H -0.1879 -6.5304 3.8034
H -1.7737 -6.1448 3.2045
H -1.7996 -4.0964 4.6532
H -0.6397 -4.0884 3.2973
H 0.0046 -4.5417 6.2625
H 1.1570 -4.7487 4.9682
H 0.8149 -2.4737 4.1970
H -0.3254 -2.1529 5.5334
H 1.4661 -2.5857 7.1900
H 2.6677 -2.7579 5.8519
H 1.8313 -1.2262 6.1670
C 5.8776 -0.1052 2.6100
C 5.5697 -1.4147 1.9175
C 4.2966 -2.1037 2.4048
C 4.1700 -3.5282 1.8882
C 2.8007 -4.1445 2.0821
C 2.8196 -5.6699 1.9813
H 5.1032 0.6377 2.4022
H 6.7853 0.3442 2.1980
H 5.9961 -0.2333 3.6851
H 5.4681 -1.2509 0.8374
H 6.4069 -2.1124 2.0242
H 3.3986 -1.5434 2.1351
H 4.3154 -2.1446 3.5044
H 4.3737 -3.5124 0.8043
H 4.9645 -4.1772 2.2736
H 2.3896 -3.8607 3.0583
H 2.1369 -3.7494 1.3074
H 3.0805 -5.9674 0.9622
H 3.5886 -6.0993 2.6285
H 1.8619 -6.1075 2.2599
C 5.2010 0.3784 -6.0794
C 4.1896 -0.1985 -5.0839
C 3.6366 -1.5480 -5.4936
C 2.5594 -2.0824 -4.5704
C 3.0079 -2.3701 -3.1490
C 1.9552 -3.1181 -2.3682
H 4.6874 0.5600 -7.0262
H 6.0530 -0.2796 -6.2417
H 5.5520 1.3466 -5.7203
H 4.6158 -0.2059 -4.0746
H 3.3641 0.5212 -4.9875
H 4.4680 -2.2595 -5.5817
H 3.2392 -1.4495 -6.5104
H 1.7396 -1.3481 -4.5327
H 2.0612 -2.9556 -5.0080
H 3.9613 -2.9085 -3.1536
H 3.2021 -1.4179 -2.6448
H 2.1565 -3.1915 -1.2957
H 0.9784 -2.6300 -2.4455
H 1.7858 -4.1409 -2.7183
C -3.5723 -0.9854 1.2968
C -3.2316 -2.4018 1.7325
C -4.1635 -3.4778 1.1779
C -3.9364 -3.8014 -0.2846
C -4.6475 -5.0669 -0.7507
C -4.4588 -5.3645 -2.2374
H -3.2620 -0.8265 0.2634
H -3.1000 -0.2447 1.9437
H -4.6474 -0.7904 1.3429
H -2.2021 -2.6288 1.4245
H -3.1254 -2.5557 2.8126
H -5.2087 -3.1929 1.3368
H -4.0184 -4.3813 1.7837
H -4.2661 -2.9665 -0.9206
H -2.8690 -3.8804 -0.5329
H -4.2512 -5.8991 -0.1575
H -5.7195 -4.9996 -0.5420
H -3.4421 -5.6999 -2.4454
H -5.1564 -6.1312 -2.5706
H -4.6519 -4.4546 -2.8117
C -0.9516 4.2078 3.3401
C -0.2670 4.8484 2.1512
C -0.1906 6.3630 2.2200
C 0.6263 6.9654 1.0694
C 0.1953 6.5360 -0.3332
C 0.8853 7.3425 -1.4343
H -0.9802 3.1195 3.2377
H -1.9921 4.5215 3.4602
H -0.4217 4.4338 4.2666
H 0.7505 4.4343 2.0837
H -0.7096 4.5408 1.1984
H 0.3225 6.6694 3.1363
H -1.2100 6.7583 2.2381
H 0.5264 8.0553 1.1231
H 1.6886 6.7335 1.1932
H 0.4395 5.4794 -0.4943
H -0.8976 6.5825 -0.3977
H 1.9390 7.0688 -1.5009
H 0.4046 7.1478 -2.3937
H 0.8409 8.4132 -1.2267
C -2.3078 6.7867 -5.3504
C -1.0410 5.9788 -5.6096
C -0.6928 5.0513 -4.4640
C 0.6284 4.3197 -4.6883
C 1.1382 3.5389 -3.4799
C 0.0782 2.7189 -2.7457
H -3.1596 6.1376 -5.1398
H -2.5774 7.4064 -6.2091
H -2.1669 7.4847 -4.5215
H -1.1627 5.4475 -6.5598
H -0.2242 6.6833 -5.8064
H -1.5154 4.3396 -4.3492
H -0.6406 5.6450 -3.5435
H 0.5200 3.6641 -5.5614
H 1.4007 5.0395 -4.9788
H 1.9828 2.9056 -3.7774
H 1.6214 4.2424 -2.7884
H -0.5600 2.2216 -3.4800
H 0.5311 1.9944 -2.0778
H -0.5469 3.4163 -2.1845
```

Properties
E in eV: -102720.985
LUMO energy in eV: 0.357
HOMO in Eh: -0.394
Spin multiplicity: 1
SMILES string: ClC(Cl)(Cl)Cl.CCCCCC.CCCCCC.CCCCCC.CCCCCC.CCCCCC.CCCCCC.CCCCCC.CCCCCC
Total charge: 0

---

(5)
DFT (ωB97M-V/def2-TZVPD) results for a single C5H9NO molecule.

The geometry in XYZ format:
```
16
Properties=species:S:1:pos:R:3
C 0.1830 1.0087 1.7484
C 0.7379 0.9527 0.3436
N 1.7301 -0.0719 0.0193
C 0.4939 -0.0294 -0.7474
C -0.3714 -1.2623 -0.7784
C -1.8322 -0.9492 -0.9671
O -2.2761 0.1702 -1.0657
H 0.1860 0.0337 2.2430
H 0.8114 1.6831 2.3446
H -0.8340 1.4163 1.7586
H 0.9126 1.9530 -0.0588
H 2.5069 0.2728 -0.5327
H 0.5521 0.4407 -1.7301
H -0.2271 -1.9041 0.0996
H -0.0684 -1.8828 -1.6386
H -2.5047 -1.8314 -1.0381
```

Properties
E in eV: -8867.119
LUMO energy in eV: 1.031
HOMO in Eh: -0.356
Spin multiplicity: 1
SMILES string: C[C@H]1N[C@H]1CC=O
Total charge: 0
Energy relative to the best compared isomer or geometry (same formula, charge and spin) in kcal/mol: 48.3

---

(6)
DFT (ωB97M-V/def2-TZVPD) results for a single C3H4Cl2Si molecule at a distorted geometry.

The geometry in XYZ format:
```
10
Properties=species:S:1:pos:R:3
C 0.6354 2.7529 -0.2090
C -0.0409 1.7598 -0.1117
C 0.5095 -1.5675 0.1065
Si -0.8936 -0.2649 0.1416
Cl -1.9922 -0.3956 -1.5021
Cl -2.0511 -0.3622 1.7359
H 1.2910 3.5306 -0.4601
H 1.0159 -1.6134 -0.9245
H 1.2986 -1.3749 0.6825
H 0.2273 -2.4646 0.5409
```

Properties
E in eV: -36098.534
LUMO energy in eV: 0.640
HOMO in Eh: -0.375
Spin multiplicity: 1
SMILES string: C#C[Si](C)(Cl)Cl
Total charge: 0
Energy relative to the best compared isomer or geometry (same formula, charge and spin) in kcal/mol: 13.5

---

(7)
DFT (ωB97M-V/def2-TZVPD) results for a molecular structure, C29H62AlCl22.

The geometry in XYZ format:
```
114
Properties=species:S:1:pos:R:3
C 0.7781 2.6303 -6.3163
C -0.6857 2.5792 -5.8225
Al -1.0397 0.8416 -4.8596
C 0.0316 0.9249 -3.1167
C 0.6299 -0.3298 -2.4275
C 0.3497 -1.7053 -3.0606
C 1.2803 -1.9853 -4.2575
C 0.5491 -2.7972 -2.0023
H 1.4372 3.0868 -5.5715
H 1.1767 1.6290 -6.5212
H 0.9022 3.1959 -7.2488
H -0.8428 3.4228 -5.1395
H -1.3527 2.6976 -6.6827
H -2.6536 0.7511 -4.5264
H -0.5571 -0.3520 -5.8777
H 0.8474 1.6323 -3.3029
H -0.6456 1.3996 -2.3991
H 1.7202 -0.2486 -2.3292
H 0.2480 -0.3709 -1.3986
H -0.6964 -1.7695 -3.3864
H 1.9588 -1.1481 -4.4277
H 0.7312 -2.1387 -5.1878
H 1.8845 -2.8808 -4.0754
H 1.6165 -2.8994 -1.7775
H 0.2100 -3.7762 -2.3575
H 0.0503 -2.5535 -1.0615
Cl -1.5029 -0.9846 1.0331
C -2.8955 -1.4497 0.0066
C -2.8923 -0.7484 -1.3262
Cl -3.1677 0.9974 -1.1651
H -3.7949 -1.2213 0.5730
H -2.8276 -2.5250 -0.1514
H -3.6901 -1.1414 -1.9526
H -1.9498 -0.8729 -1.8525
Cl -0.2025 4.8203 2.7477
C -1.1807 3.7311 1.7064
C -0.3504 2.9204 0.7521
Cl 0.4035 3.9242 -0.5114
H -1.8935 4.3574 1.1792
H -1.7220 3.0688 2.3782
H -1.0077 2.2045 0.2607
H 0.4442 2.3782 1.2599
Cl 0.9433 0.8922 4.6017
C 1.7545 2.0836 5.6545
C 2.4912 3.1326 4.8623
Cl 3.9161 2.4506 4.0322
H 2.4270 1.5451 6.3137
H 0.9785 2.5617 6.2512
H 2.8591 3.9052 5.5358
H 1.8376 3.5805 4.1205
Cl -5.2416 2.0775 4.9210
C -3.8068 3.1071 5.1735
C -4.0370 4.5265 4.7252
Cl -4.1926 4.6704 2.9523
H -2.9762 2.6514 4.6397
H -3.5915 3.0993 6.2407
H -3.1830 5.1393 5.0064
H -4.9407 4.9401 5.1662
Cl -2.8794 -3.5711 -2.9483
C -1.9189 -4.3923 -4.2107
C -1.8373 -3.6073 -5.4932
Cl -3.4111 -3.4994 -6.3226
H -2.3746 -5.3666 -4.3719
H -0.9154 -4.5214 -3.8081
H -1.1515 -4.1123 -6.1721
H -1.4916 -2.5847 -5.3387
Cl -1.4565 -1.4326 -8.6907
C -2.8537 -1.9072 -9.6762
C -2.7850 -1.3775 -11.0864
Cl -2.9611 0.3968 -11.1662
H -3.7475 -1.5585 -9.1635
H -2.8726 -2.9967 -9.7091
H -3.5982 -1.8007 -11.6744
H -1.8359 -1.6311 -11.5522
Cl 3.9770 -2.3992 2.9153
C 5.3805 -1.8256 3.8534
C 5.9602 -0.5507 3.2986
Cl 6.7411 -0.7922 1.7128
H 6.1172 -2.6233 3.8671
H 5.0355 -1.6495 4.8705
H 6.7284 -0.1832 3.9777
H 5.1918 0.2089 3.1889
Cl -2.9423 10.7470 5.7950
C -2.5930 9.5727 4.4965
C -3.2109 8.2256 4.7649
Cl -2.4421 7.3972 6.1493
H -1.5131 9.4990 4.4011
H -3.0069 9.9805 3.5763
H -3.0733 7.5831 3.8956
H -4.2726 8.3096 4.9817
Cl 1.4485 0.1674 9.3911
C 2.8482 0.6916 10.3617
C 3.3741 2.0293 9.9052
Cl 4.1052 1.9291 8.2825
H 3.6111 -0.0788 10.2833
H 2.5161 0.7646 11.3960
H 4.1487 2.3767 10.5866
H 2.5791 2.7695 9.8637
Cl 8.4930 -3.2485 5.3938
C 8.2687 -4.0173 6.9864
C 6.9608 -4.7611 7.0861
Cl 5.5560 -3.6641 7.0862
H 8.3370 -3.2383 7.7414
H 9.0928 -4.7164 7.1186
H 6.9317 -5.3139 8.0236
H 6.8364 -5.4553 6.2590
Cl -2.7998 -7.8525 -5.9987
C -4.2898 -8.3215 -6.8628
C -4.3441 -7.7458 -8.2569
Cl -4.5250 -5.9780 -8.2275
H -5.1344 -7.9877 -6.2659
H -4.2953 -9.4091 -6.9174
H -5.2035 -8.1565 -8.7847
H -3.4387 -7.9789 -8.8120
```

Properties
E in eV: -313172.838
LUMO energy in eV: 1.396
HOMO in Eh: -0.160
Spin multiplicity: 1
Total charge: -1

---

(8)
DFT (ωB97M-V/def2-TZVPD) results for a gas-phase ion, C4H8N3O2 (charge +1) at a distorted geometry.

The geometry in XYZ format:
```
17
Properties=species:S:1:pos:R:3
C -2.3839 0.8382 -0.6902
C 0.3341 -0.4373 0.5503
C -1.1982 0.9712 -1.2046
C 1.6795 -1.4390 2.2398
N 0.1785 0.0889 -0.5668
N -0.7045 1.7301 -2.4093
N 1.4069 -1.0509 0.9010
O -1.6613 2.3003 -2.8834
O 0.4118 1.4767 -2.8324
H -3.3324 1.3621 -1.0532
H -2.3766 0.2179 0.1502
H -0.4522 -0.4742 1.1867
H 0.7211 -1.5434 2.7406
H 2.1739 -0.5860 2.8416
H 2.3710 -2.3840 2.1986
H 0.7765 0.0377 -1.3693
H 2.0560 -1.1084 0.2005
```

Properties
E in eV: -12830.604
LUMO energy in eV: -4.771
HOMO in Eh: -0.542
Spin multiplicity: 1
SMILES string: C=C(N/C=[NH+]/C)[N+](=O)[O-]
Total charge: +1
Energy relative to the best compared isomer or geometry (same formula, charge and spin) in kcal/mol: 153.8

---

> Number 7 is which compound?

C29H62AlCl22